Computed, not measured: a cluster of 2 separate species, C6H9NO2 in total, with the ωB97M-V functional and the def2-TZVPD basis.

Cartesian coordinates (Å):
H (1.110, -2.218, -0.391)
H (1.473, -2.371, 3.865)
C (0.915, -2.335, 2.926)
H (-1.338, 1.377, -1.810)
C (-0.017, -3.382, 2.513)
H (-1.067, -3.620, 0.604)
H (1.627, -0.596, 1.799)
C (1.510, -1.682, 1.701)
C (-0.472, -1.076, 0.283)
C (0.554, -2.094, 0.548)
N (-1.299, -0.297, 0.061)
C (-0.061, -3.446, 1.004)
H (0.012, 0.935, -2.385)
O (-0.495, -2.147, 3.046)
H (2.503, -2.117, 1.520)
O (-0.598, 1.678, -2.358)
H (-0.218, -4.271, 3.115)
H (0.585, -4.270, 0.670)

Calculated values
E_HOMO: -10.65 eV
max |F|: 1.252 eV/Å
SMILES string: N#C[C@@H]1C[C@@H]2O[C@@H]2C1.O
relative energy (zero: lowest compared OMol25 entry of this formula, charge and spin): 36.0 kcal/mol
gap between HOMO and LUMO: 11.2 eV

natural (NBO) population analysis, charges in e, atoms 1 to 4:
1 H 0.256
2 H 0.204
3 C 0.047
4 H 0.485

***

Computed, not measured: an isolated molecule of C6H9NO2, with the ωB97M-V functional and the def2-TZVPD basis.

Cartesian coordinates (Å):
N (0.778, -0.001, -1.338)
H (-2.397, -1.114, 0.244)
C (-1.476, 0.377, -0.616)
H (-0.585, 1.012, 1.152)
H (1.709, -0.703, 1.942)
H (2.412, -0.047, -0.427)
C (-0.423, -0.679, -1.077)
H (-0.870, 2.448, -0.032)
C (-0.570, 1.363, 0.098)
H (0.051, -1.284, 1.461)
H (1.361, 2.119, -0.892)
H (1.427, -2.122, 0.867)
O (-0.683, -1.956, -1.079)
C (0.805, 1.177, -0.480)
C (1.452, -0.147, -0.081)
H (-1.950, 0.813, -1.458)
O (-2.119, -0.170, 0.682)
C (1.075, -1.085, 1.037)

Calculated values
E_HOMO: -9.76 eV
max |F|: 6.785 eV/Å
SMILES string: C[C@@H]1[C@@H]2C[C@H](O)C(=O)N12
relative energy (zero: lowest compared OMol25 entry of this formula, charge and spin): 93.7 kcal/mol
gap between HOMO and LUMO: 10.5 eV

natural (NBO) population analysis, charges in e, atoms 1 to 4:
1 N -0.442
2 H 0.489
3 C -0.034
4 H 0.253

***

Computed, not measured: a cluster of 2 separate species, C6H9NO3 in total, with the ωB97M-V functional and the def2-TZVPD basis.

Cartesian coordinates (Å):
H (0.083, -2.497, -1.971)
C (0.997, 1.612, -0.766)
H (-2.297, -0.177, -1.881)
C (1.877, 2.062, -1.464)
N (0.671, -1.834, -1.472)
C (-0.730, 0.645, 2.484)
H (1.073, 1.486, 1.836)
C (0.375, 0.718, 1.465)
H (1.344, -1.407, -2.104)
O (-0.703, -0.091, 3.444)
H (-1.584, 1.343, 2.335)
O (-1.423, -0.883, 0.116)
H (0.916, -0.237, 1.436)
H (2.649, 2.371, -2.147)
H (-0.828, 1.949, 0.165)
H (1.150, -2.289, -0.699)
O (-1.588, 0.445, -1.667)
C (-0.104, 1.120, 0.064)
C (-0.930, -0.004, -0.581)

Calculated values
E_HOMO: -9.73 eV
max |F|: 4.016 eV/Å
SMILES string: C#C[C@H](CC=O)C(=O)O.N
relative energy (zero: lowest compared OMol25 entry of this formula, charge and spin): 53.7 kcal/mol
gap between HOMO and LUMO: 10.3 eV

natural (NBO) population analysis, charges in e, atoms 1 to 4:
1 H 0.372
2 C -0.008
3 H 0.498
4 C -0.222

***

Computed, not measured: an isolated molecule of C6H9NOS, with the ωB97M-V functional and the def2-TZVPD basis.

Cartesian coordinates (Å):
C (-0.462, -0.004, -0.037)
H (-1.717, 1.939, 0.757)
O (-4.199, 0.587, -0.504)
H (1.323, -1.843, 0.946)
C (1.709, 1.315, -0.593)
H (1.293, 2.221, -0.241)
C (1.693, -1.160, 0.270)
C (-1.645, 0.967, 0.375)
C (1.005, 0.211, 0.328)
C (-2.153, -1.471, -0.195)
H (1.484, 1.359, -1.696)
S (-3.109, 0.064, 0.377)
H (1.478, -1.532, -0.793)
H (2.774, 1.522, -0.274)
H (2.800, -1.076, 0.359)
H (-2.444, -2.490, -0.168)
H (1.071, 0.640, 1.304)
N (-0.900, -1.248, -0.215)

Calculated values
E_HOMO (spin up / spin down): -8.88 / -8.87 eV
max |F|: 7.788 eV/Å
relative energy (zero: lowest compared OMol25 entry of this formula, charge and spin): 71.2 kcal/mol
gap between HOMO and LUMO (spin up / spin down): 7.7 / 7.7 eV

natural (NBO) population analysis, charges in e, atoms 1 to 4:
1 C 0.248
2 H 0.240
3 O -0.908
4 H 0.213

***

Computed, not measured: an isolated molecule of C6H9NS, with the ωB97M-V functional and the def2-TZVPD basis.

Cartesian coordinates (Å):
H (-2.305, 0.042, -1.835)
C (-1.619, -0.576, -1.286)
C (0.194, 1.877, 0.801)
H (0.709, 2.877, 0.646)
H (-2.207, -1.294, -0.676)
H (2.101, 0.956, 0.330)
C (0.555, -1.711, 0.286)
H (1.398, -1.930, 0.926)
C (1.126, 0.713, 0.834)
H (-1.158, -1.246, -2.053)
C (0.280, -0.376, 0.242)
C (-0.779, 1.752, -0.243)
S (-1.859, 2.715, -0.928)
H (-0.017, -2.511, -0.077)
H (-0.310, 1.929, 1.709)
H (1.510, 0.679, 1.821)
N (-0.681, 0.148, -0.543)

Calculated values
E_HOMO: -7.94 eV
max |F|: 5.839 eV/Å
SMILES string: C=C1CCC(=S)N1C
relative energy (zero: lowest compared OMol25 entry of this formula, charge and spin): 37.9 kcal/mol
gap between HOMO and LUMO: 8.0 eV

natural (NBO) population analysis, charges in e, atoms 1 to 4:
1 H 0.235
2 C -0.422
3 C -0.520
4 H 0.245

***

Computed, not measured: an isolated molecule of C6H9NS, with the ωB97M-V functional and the def2-TZVPD basis.

Cartesian coordinates (Å):
H (-1.591, 2.046, -0.543)
C (-1.135, -0.242, -0.524)
C (-0.887, 1.261, -0.351)
C (2.499, -0.001, 0.791)
C (0.495, 1.566, -0.284)
H (-1.109, -0.470, -1.675)
H (0.959, 2.490, -0.390)
S (2.737, -0.594, -0.797)
H (-3.241, -1.080, -0.841)
H (1.936, -0.941, 1.437)
H (3.197, 0.874, 1.209)
C (0.141, -0.831, 0.160)
H (-2.765, -0.674, 0.899)
H (-0.346, -0.830, 1.141)
H (0.288, -1.845, -0.134)
N (-2.439, -0.983, -0.106)
C (1.262, 0.253, 0.008)

Calculated values
E_HOMO: -8.50 eV
max |F|: 5.500 eV/Å
SMILES string: N[C@H]1C=C[C@@]2(CS2)C1
relative energy (zero: lowest compared OMol25 entry of this formula, charge and spin): 86.6 kcal/mol
gap between HOMO and LUMO: 9.1 eV

natural (NBO) population analysis, charges in e, atoms 1 to 4:
1 H 0.215
2 C -0.061
3 C -0.187
4 C -0.575

***

Computed, not measured: a structure of composition C6H9NS, with the ωB97M-V functional and the def2-TZVPD basis.

Cartesian coordinates (Å):
H (-2.257, -2.206, -0.782)
H (0.844, 2.224, 0.763)
H (3.313, 1.284, -0.672)
H (-3.876, -0.654, -0.556)
N (0.704, 0.128, -0.036)
C (1.943, -0.446, -0.089)
H (-2.007, 1.112, 0.554)
H (2.996, 0.920, 1.095)
C (1.148, 1.570, -0.072)
C (-0.537, -0.606, -0.048)
H (-0.762, -1.667, -0.379)
S (2.882, -1.811, 0.047)
C (2.648, 0.897, 0.011)
H (0.878, 1.889, -1.029)
C (-1.772, -0.001, 0.084)
C (-2.806, -1.207, 0.007)
H (-3.337, -1.427, 1.102)

Calculated values
E_HOMO: -8.19 eV
max |F|: 4.960 eV/Å
relative energy (zero: lowest compared OMol25 entry of this formula, charge and spin): 125.0 kcal/mol
gap between HOMO and LUMO: 8.7 eV

natural (NBO) population analysis, charges in e, atoms 1 to 4:
1 H 0.235
2 H 0.207
3 H 0.226
4 H 0.210

***

Computed, not measured: the ion C6H9O with charge +1, with the ωB97M-V functional and the def2-TZVPD basis.

Cartesian coordinates (Å):
H (0.062, -2.103, -1.195)
C (0.329, 1.128, -0.567)
H (-2.201, 1.298, -0.849)
O (-2.207, -0.248, 0.534)
H (2.711, -0.348, 0.240)
C (-2.378, 0.990, 0.187)
C (0.561, -0.135, -0.238)
H (-2.236, -2.042, 0.021)
H (1.621, 0.447, 1.438)
H (-0.262, 1.456, -1.363)
C (1.703, -0.442, 0.806)
C (-0.271, -1.260, -0.618)
H (-2.878, 1.661, 0.880)
H (1.509, -1.251, 1.404)
C (-1.568, -1.272, -0.075)
H (1.102, 1.836, -0.251)

Calculated values
E_HOMO (spin up / spin down): -14.25 / -14.25 eV
max |F|: 4.976 eV/Å
relative energy (zero: lowest compared OMol25 entry of this formula, charge and spin): 65.5 kcal/mol
gap between HOMO and LUMO (spin up / spin down): 7.9 / 7.9 eV
net charge: +1

natural (NBO) population analysis, charges in e, atoms 1 to 4:
1 H 0.273
2 C -0.415
3 H 0.211
4 O -0.342

***

Computed, not measured: the ion C6H9O with charge +1, with the ωB97M-V functional and the def2-TZVPD basis.

Cartesian coordinates (Å):
H (-0.539, 1.211, 1.776)
H (0.214, 0.638, -1.503)
H (-0.082, -1.601, 1.477)
H (0.673, -1.960, -0.139)
C (-0.334, 1.103, 0.745)
H (1.439, 0.116, 1.178)
H (-2.239, -1.516, 0.089)
C (-1.421, -0.836, -0.144)
H (1.804, -0.465, -1.528)
H (2.025, 1.189, -1.076)
O (-1.631, 0.564, 0.202)
C (-1.700, 0.149, -1.128)
H (-0.189, 2.061, 0.317)
C (0.016, -1.206, 0.390)
C (1.255, 0.388, -1.047)
C (0.708, 0.166, 0.390)

Calculated values
E_HOMO: -15.92 eV
max |F|: 3.211 eV/Å
relative energy (zero: lowest compared OMol25 entry of this formula, charge and spin): 109.0 kcal/mol
gap between HOMO and LUMO: 9.7 eV
net charge: +1

natural (NBO) population analysis, charges in e, atoms 1 to 4:
1 H 0.246
2 H 0.190
3 H 0.264
4 H 0.288

***

Computed, not measured: a cluster of 2 separate species, C6H9O2 in total, with the ωB97M-V functional and the def2-TZVPD basis.

Cartesian coordinates (Å):
C (-0.674, -1.515, -1.320)
H (1.425, 1.288, -0.868)
H (1.292, 1.417, 3.380)
H (-1.281, 0.429, -0.952)
C (-0.286, 0.062, -1.265)
H (1.413, 0.243, 1.587)
C (0.380, 2.074, 1.580)
O (-0.397, -2.122, -0.284)
H (0.231, 2.866, 3.595)
C (0.525, 0.667, 1.054)
H (1.679, -0.380, -0.446)
H (-0.255, 1.957, -0.750)
H (-0.123, 0.276, -2.339)
H (-0.307, -0.021, 1.234)
C (0.915, 0.416, -0.388)
O (-1.214, -1.883, -2.378)
C (0.691, 2.189, 2.877)

Calculated values
E_HOMO: -4.01 eV
max |F|: 2.604 eV/Å
relative energy (zero: lowest compared OMol25 entry of this formula, charge and spin): 157.1 kcal/mol
gap between HOMO and LUMO: 5.9 eV
net charge: -1

natural (NBO) population analysis, charges in e, atoms 1 to 4:
1 C 0.798
2 H 0.206
3 H 0.178
4 H 0.246

***

Computed, not measured: a structure of composition C6H9O5S, with the ωB97M-V functional and the def2-TZVPD basis.

Cartesian coordinates (Å):
H (-0.649, 1.516, 2.921)
C (0.576, -0.900, -0.907)
H (0.786, 0.815, -2.313)
S (1.100, -2.564, -0.471)
H (1.747, -0.557, -2.574)
C (-0.996, -1.019, -1.222)
H (0.375, 1.827, 0.065)
H (-1.557, -0.864, 1.274)
H (2.059, 0.471, -1.102)
H (-1.719, 0.779, -0.330)
H (1.184, -0.316, 1.327)
O (-1.613, 1.374, 0.493)
C (1.358, 0.035, -1.787)
O (-0.731, -0.922, 1.650)
O (1.226, 2.376, 2.276)
O (-1.614, -2.042, -1.046)
O (-1.458, 0.053, -1.673)
C (0.221, -0.162, 0.961)
H (-0.172, -3.152, -0.476)
C (0.127, 1.875, 2.145)
C (-0.250, 1.377, 0.789)

Calculated values
E_HOMO: -4.36 eV
max |F|: 5.393 eV/Å
relative energy (zero: lowest compared OMol25 entry of this formula, charge and spin): 17.4 kcal/mol
gap between HOMO and LUMO: 7.6 eV
net charge: -1

natural (NBO) population analysis, charges in e, atoms 1 to 4:
1 H 0.120
2 C -0.253
3 H 0.248
4 S -0.131

***

Computed, not measured: a structure of composition C6H9O7V, with the ωB97M-V functional and the def2-TZVPD basis.

Cartesian coordinates (Å):
H (10.351, -8.427, -4.557)
H (8.911, -15.424, -5.342)
O (9.268, -13.530, -3.666)
O (10.235, -10.693, -2.175)
H (4.782, -9.902, 0.659)
O (7.251, -10.296, -0.476)
H (7.267, -14.866, -5.741)
C (10.609, -8.684, -3.529)
C (5.002, -9.624, -0.372)
V (8.277, -11.873, -2.138)
O (8.780, -12.904, -1.044)
O (8.753, -10.210, -3.596)
C (8.154, -13.918, -4.012)
H (10.517, -7.860, -2.821)
C (6.138, -10.495, -0.894)
H (5.361, -8.595, -0.391)
H (7.578, -15.985, -4.392)
O (5.988, -11.421, -1.728)
O (7.185, -13.180, -3.629)
C (9.825, -9.858, -3.034)
C (7.951, -15.113, -4.929)
H (4.168, -9.467, -1.056)
H (11.660, -8.948, -3.646)

Calculated values
E_HOMO (spin up / spin down): 1.82 / -1.26 eV
max |F|: 4.339 eV/Å
spin multiplicity: 3
gap between HOMO and LUMO (spin up / spin down): 4.0 / 7.1 eV
net charge: -2

natural (NBO) population analysis, charges in e, atoms 1 to 4:
1 H 0.206
2 H 0.199
3 O -0.709
4 O -0.720

***

Computed, not measured: a structure of composition C6H9P, with the ωB97M-V functional and the def2-TZVPD basis.

Cartesian coordinates (Å):
H (0.723, 2.565, 0.179)
C (-1.528, 1.199, 0.017)
C (-1.948, -1.314, -0.096)
C (-0.196, 0.576, -0.092)
H (1.042, 1.422, 1.362)
H (1.938, -0.836, -0.574)
H (-1.635, 2.173, -0.482)
H (-2.155, -2.334, -0.188)
C (0.954, 1.537, 0.290)
H (1.645, -1.652, 1.072)
C (-0.087, -0.873, 0.162)
P (-2.876, 0.122, -0.010)
H (1.927, 1.212, -0.140)
C (1.247, -1.551, 0.062)
H (1.020, -2.570, -0.322)
H (-0.068, 0.325, -1.238)

Calculated values
E_HOMO (spin up / spin down): -7.56 / -7.39 eV
max |F|: 6.407 eV/Å
relative energy (zero: lowest compared OMol25 entry of this formula, charge and spin): 107.3 kcal/mol
gap between HOMO and LUMO (spin up / spin down): 7.5 / 7.0 eV

natural (NBO) population analysis, charges in e, atoms 1 to 4:
1 H 0.228
2 C -0.655
3 C -0.654
4 C -0.396

***

Computed, not measured: a structure of composition C6H9P, with the ωB97M-V functional and the def2-TZVPD basis.

Cartesian coordinates (Å):
C (0.961, -0.051, 0.087)
C (-1.668, 0.170, -0.109)
C (-0.440, -0.584, 0.107)
H (0.883, 0.773, -2.063)
H (1.414, -0.088, 1.051)
C (0.660, -1.483, -0.394)
P (-0.477, 2.209, -0.768)
H (-2.057, -1.198, 1.590)
C (1.037, 1.053, -1.021)
H (0.759, -2.487, 0.074)
H (-0.979, 0.226, 2.002)
H (0.061, 2.604, 0.563)
H (0.513, -1.662, -1.463)
C (-1.463, -0.354, 1.184)
H (1.833, 1.708, -1.094)
H (-2.495, -0.150, -0.668)

Calculated values
E_HOMO: -8.18 eV
max |F|: 5.058 eV/Å
relative energy (zero: lowest compared OMol25 entry of this formula, charge and spin): 96.4 kcal/mol
gap between HOMO and LUMO: 8.7 eV

natural (NBO) population analysis, charges in e, atoms 1 to 4:
1 C -0.223
2 C -0.235
3 C -0.121
4 H 0.225

***

Number 1: molecular weight 127.1 g mol⁻¹. Number 2: molecular weight 127.1 g mol⁻¹. Number 3: molecular weight 143.1 g mol⁻¹. Number 4: molecular weight 143.2 g mol⁻¹. Number 5: molecular weight 127.2 g mol⁻¹. Number 6: molecular weight 127.2 g mol⁻¹. Number 7: molecular weight 127.2 g mol⁻¹. Number 8: molecular weight 97.1 g mol⁻¹. Number 9: molecular weight 97.1 g mol⁻¹. Number 10: molecular weight 113.1 g mol⁻¹. Number 11: molecular weight 193.2 g mol⁻¹. Number 12: molecular weight 244.1 g mol⁻¹. Number 13: molecular weight 112.1 g mol⁻¹. Number 14: molecular weight 112.1 g mol⁻¹.